Formula: C10H40O10
Source: the Open Molecules 2025 dataset
Level of theory: the ωB97M-V functional and the def2-TZVPD basis

Structure (XYZ):
```
60
C10H40O10, DFT the ωB97M-V functional and the def2-TZVPD basis
H -2.0320 3.5810 3.5611
O 0.2880 0.8508 -0.0742
H -5.9698 4.5063 0.5338
O -1.6037 3.7968 2.7295
H -0.7377 5.4381 3.8901
C 4.4585 -5.4718 -2.7339
H -0.0909 4.9313 2.2442
C -5.9689 3.4177 0.4778
H -1.3488 4.7904 -3.3659
H 2.0496 1.1255 -4.6887
H 1.4979 0.6088 -7.4051
H 0.0085 3.7965 -3.9198
H 1.7426 1.8791 6.2243
C 2.4608 2.5977 5.8295
H 2.0521 -5.4208 2.1081
H 1.5199 -0.6635 -0.8390
H -1.5811 -1.0318 4.3256
H 0.6464 -1.0534 0.6133
H -1.5892 5.9171 2.4668
O -3.4049 -2.8828 -4.1803
H 3.1152 0.5146 -6.0083
O 2.4149 3.8139 6.4552
O -1.4512 3.8965 -5.2499
H -1.0451 3.1358 -5.6719
H -3.4259 -3.1852 -3.2694
C 2.1863 -5.6742 3.1597
H 3.1479 -4.1826 3.8254
H -2.5538 -1.5066 -5.3315
H 3.0143 -6.3494 3.3754
C -2.2103 -2.2290 -4.5911
C -2.3333 -1.8025 4.1577
H 4.7443 -6.3016 -2.0875
C -1.0783 3.8611 -3.8673
H -1.5083 -1.8665 -3.8401
C -0.9618 5.1228 2.8711
H 0.0200 1.2640 0.7498
H 1.8026 -0.5545 -5.4270
O -1.8542 -2.7548 3.2752
O 1.2563 0.9586 -6.5444
H -1.0016 -3.0295 3.6204
H -4.6253 3.0447 1.6945
H 3.6453 -5.8373 -3.3610
O 5.5987 -5.0955 -3.4244
H -3.1916 -1.2847 3.7294
H 1.2684 -6.1802 3.4589
H 6.3435 -4.7780 -2.9086
H 3.4149 2.0715 5.7993
O -5.5777 2.9445 1.7606
H 1.9662 0.0969 0.7087
H 3.9796 -4.7193 -2.1073
H -6.9216 2.9376 0.2547
H -5.2098 3.1320 -0.2505
H 2.7186 3.6330 7.3477
C 2.1208 0.4790 -5.5634
H -1.5273 2.9855 -3.3984
H -2.5685 -2.2090 5.1413
H -1.6622 -2.9894 -5.1474
C 1.1350 -0.2341 0.0860
H 2.1498 2.6868 4.7886
O 2.2678 -4.5276 3.9923
```

Values from the calculation:
total charge: 0
electronic energy: -31487.183 eV
ΔE to the lowest compared entry with this formula, charge and spin: 137.6 kcal/mol
structure (SMILES): CO.CO.CO.CO.CO.CO.CO.CO.CO.CO
lowest unoccupied orbital energy: 0.1 eV